This record from OMol25 describes 2 unconnected molecules or ions with the total composition C26H24NO2 in a non-equilibrium geometry. The level of theory is wB97M-V/def2-TZVPD.

Output
E_tot, hartree: -1210.10934
Largest force on an atom, eV Å⁻¹: 2.89
Highest occupied orbital energy, Ha: -0.4264
Lowest unoccupied orbital energy, eV: -5.305
Charge: +1
Energy relative to the best compared isomer or geometry (same formula, charge and spin), kcal per mole: 23.0

Geometry (Å):
1 C -6.28 0.75 -2.92
2 H -5.77 -1.09 -1.96
3 C 3.74 -0.90 -2.48
4 H -1.05 -0.08 4.65
5 C -0.34 -0.78 4.26
6 C 1.18 -2.55 4.53
7 C -2.56 -0.48 -0.65
8 H 5.74 -0.48 -3.06
9 N 0.84 -1.62 2.36
10 H 0.22 -0.75 7.03
11 C 4.88 -0.15 -2.50
12 C -1.63 0.57 -0.70
13 C -6.04 2.11 -2.98
14 C -0.03 -0.79 2.92
15 O 6.12 1.81 -1.97
16 H 1.90 1.00 -0.38
17 C -0.88 -1.98 -1.48
18 C -5.14 2.69 -2.11
19 H -3.79 2.38 -0.50
20 H 1.69 -3.27 5.14
21 C -0.03 -1.70 6.57
22 C -5.62 -0.02 -1.99
23 C 1.42 -2.48 3.18
24 H 3.87 2.40 -0.51
25 C -4.48 1.93 -1.18
26 C -0.35 0.35 -1.12
27 C -2.16 -1.76 -1.05
28 C 6.12 3.09 -1.38
29 H -1.94 1.56 -0.42
30 H -0.59 -2.95 -1.82
31 C 2.69 0.72 -1.04
32 H -4.93 3.75 -2.18
33 H 2.13 -3.16 2.73
34 H -0.52 -0.10 2.25
35 O -3.91 -0.28 -0.27
36 H 3.71 -1.84 -3.01
37 H 5.37 3.73 -1.85
38 H -6.52 2.70 -3.74
39 C 0.09 -0.94 -1.49
40 C 2.58 -0.47 -1.79
41 H 0.53 -2.49 7.08
42 C 4.95 1.08 -1.83
43 C 0.28 -1.68 5.11
44 C 1.41 -1.25 -1.89
45 C -4.69 0.55 -1.12
46 C 3.83 1.48 -1.08
47 H -2.89 -2.55 -1.07
48 H 1.54 -2.22 -2.32
49 H 0.30 1.19 -1.26
50 H 5.93 3.01 -0.31
51 H 7.11 3.54 -1.52
52 H -6.96 0.29 -3.62
53 H -1.09 -1.89 6.74

Löwdin atomic charge list, values in e, 4 entries: C -0.070; H 0.118; C 0.012; H 0.115